Formula: C21H24ClFN3O2S
Source: OMol25
Level of theory: ωB97M-V/def2-TZVPD

Values from the calculation:
maximum force: 2.6 eV/A
energy above the lowest of the compared OMol25 structures with the same formula, charge and spin: 0.0 kJ/mol
net charge: +1
orbital gap: 9.0 eV

Last column: natural (NBO) charge in e.
Cartesian coordinates (Å):
Cl (-6.64987, -0.22897, 0.41021)  -0.004
C (-5.54552, 1.02670, 1.11950)  -0.198
N (-4.11908, 0.80906, 0.76328)  -0.215
C (-3.55751, -0.55121, 1.30621)  -0.223
C (-2.12695, -0.62375, 0.95680)  -0.266
N (-1.74979, 0.63953, 0.31505)  -0.384
F (1.16444, -0.27429, -1.16933)  -0.338
C (-1.91368, 1.82295, 1.14175)  -0.258
C (-3.35712, 1.94943, 1.44418)  -0.231
C (-2.40888, 0.73551, -1.00028)  -0.266
C (-3.85821, 0.89729, -0.78226)  -0.223
H (-5.87142, 2.00945, 0.72905)  0.245
H (-5.65254, 0.97645, 2.21945)  0.244
H (-3.73540, -0.52146, 2.38011)  0.224
H (-4.17012, -1.31402, 0.83415)  0.244
H (-1.51747, -0.77666, 1.83209)  0.226
H (-1.93093, -1.41633, 0.24568)  0.237
H (-1.33240, 1.70381, 2.04232)  0.233
H (-1.55949, 2.67764, 0.58641)  0.231
H (-3.79175, 2.86808, 1.05743)  0.226
H (-3.57810, 1.86452, 2.50606)  0.226
H (-1.99870, 1.57405, -1.53642)  0.231
H (-2.19101, -0.17441, -1.54317)  0.232
H (-4.46547, 0.10634, -1.21604)  0.244
H (-4.22868, 1.87929, -1.07751)  0.224
C (2.66205, 0.99315, -5.10805)  -0.171
C (2.84775, 1.92523, -4.08415)  -0.227
C (2.86974, 1.49975, -2.74920)  -0.179
C (2.91229, 0.12634, -2.44116)  -0.084
C (2.50806, -0.23485, -1.00948)  0.075
C (2.65305, 0.82019, 0.10104)  0.240
N (2.36659, 1.56230, 0.94851)  -0.269
S (2.74085, -2.08920, -0.43545)  2.093
C (3.02807, -1.87294, 1.34310)  -0.250
C (4.31369, -2.08971, 1.83330)  -0.210
C (4.53635, -2.01846, 3.21089)  -0.201
C (3.47458, -1.75348, 4.08238)  -0.180
C (2.20051, -1.48918, 3.56739)  -0.202
C (1.97652, -1.53002, 2.18772)  -0.212
O (1.46077, -2.75717, -0.56151)  -0.900
O (3.90727, -2.71400, -1.00567)  -0.890
C (2.34966, -0.72481, -3.43751)  -0.174
C (2.29069, -0.32308, -4.76997)  -0.213
H (2.65613, 1.30714, -6.15760)  0.227
H (2.99138, 2.98515, -4.32019)  0.229
H (2.82761, 2.22345, -1.94204)  0.223
H (5.12356, -2.31001, 1.13687)  0.253
H (5.54624, -2.18813, 3.58690)  0.232
H (3.64250, -1.75382, 5.16147)  0.229
H (1.37103, -1.25564, 4.23684)  0.217
H (0.99626, -1.28079, 1.77620)  0.218
H (1.90982, -1.68641, -3.15854)  0.231
H (1.98263, -1.02998, -5.55680)  0.230

Cartesian forces (eV/Å) of the 2 atoms listed first:
0.7654 0.7362 0.3986
-0.8790 -0.4763 -0.1853

Formula: C21H24ClFN4O2
Source: OMol25
Level of theory: ωB97M-V/def2-TZVPD

Values from the calculation:
structure (SMILES): Cc1ccc(NC(=O)NNC(=O)C2CCN(Cc3ccc(F)cc3Cl)CC2)cc1
maximum force: 0.8 eV/A
energy above the lowest of the compared OMol25 structures with the same formula, charge and spin: 0.0 kJ/mol
orbital gap: 8.9 eV

Last column: natural (NBO) charge in e.
Cartesian coordinates (Å):
C (-10.34232, -1.57443, 0.65718)  -0.624
C (-8.95253, -1.12826, 0.31855)  -0.041
C (-8.44088, -1.29065, -0.96250)  -0.187
C (-7.15293, -0.89653, -1.26767)  -0.266
C (-6.34072, -0.32696, -0.29105)  0.216
C (-6.84163, -0.16056, 0.99517)  -0.253
C (-8.13253, -0.55928, 1.28513)  -0.192
H (-8.51071, -0.42304, 2.28787)  0.210
H (-6.22111, 0.28058, 1.75640)  0.251
N (-5.04155, 0.04826, -0.65893)  -0.621
C (-4.08447, 0.64602, 0.10459)  0.774
O (-4.16890, 0.94821, 1.27712)  -0.653
N (-2.95833, 0.98568, -0.63210)  -0.481
H (-2.64087, 0.42590, -1.42027)  0.415
N (-1.84397, 1.39888, 0.11438)  -0.445
C (-0.62010, 0.92716, -0.22819)  0.662
O (-0.48537, 0.26705, -1.24453)  -0.658
C (0.48925, 1.38120, 0.69998)  -0.290
C (1.38937, 0.21510, 1.12612)  -0.395
C (2.25536, -0.27938, -0.02705)  -0.238
N (3.06314, 0.81266, -0.54300)  -0.444
C (4.04601, 0.34568, -1.50481)  -0.235
C (5.09528, -0.49062, -0.82623)  -0.071
C (5.27751, -1.82781, -1.15380)  -0.169
C (6.23254, -2.60705, -0.52535)  -0.288
C (7.01419, -2.02595, 0.45536)  0.404
C (6.86809, -0.69920, 0.81550)  -0.297
C (5.90587, 0.05786, 0.16708)  -0.004
Cl (5.72950, 1.71071, 0.60557)  0.027
H (7.49289, -0.27007, 1.58180)  0.242
F (7.94766, -2.76879, 1.08167)  -0.321
H (6.37203, -3.64444, -0.78293)  0.232
H (4.65567, -2.26747, -1.91919)  0.219
H (3.58238, -0.23434, -2.32242)  0.177
H (4.52642, 1.22674, -1.94296)  0.216
C (2.20741, 1.84798, -1.09275)  -0.227
C (1.35641, 2.44987, 0.01966)  -0.393
H (0.72765, 3.24496, -0.38531)  0.213
H (2.02113, 2.87891, 0.77137)  0.216
H (2.84012, 2.63000, -1.52132)  0.201
H (1.55550, 1.45264, -1.88901)  0.187
H (2.92532, -1.06254, 0.33798)  0.206
H (1.61438, -0.70707, -0.81443)  0.194
H (0.78432, -0.60972, 1.50726)  0.213
H (2.04235, 0.56511, 1.92769)  0.215
H (0.02670, 1.81817, 1.59094)  0.213
H (-2.10895, 1.72348, 1.03714)  0.429
H (-4.81712, -0.10845, -1.63144)  0.396
H (-6.77264, -1.02893, -2.27150)  0.203
H (-9.05723, -1.73004, -1.73361)  0.209
H (-10.80011, -0.89931, 1.37675)  0.217
H (-10.31723, -2.57019, 1.10131)  0.219
H (-10.96506, -1.61712, -0.23314)  0.214

Cartesian forces (eV/Å) of the 2 atoms listed first:
0.0430 -0.0782 0.0345
-0.0297 0.0352 0.0073

Formula: C21H24ClN6O4
Source: OMol25
Level of theory: ωB97M-V/def2-TZVPD

Values from the calculation:
maximum force: 1.8 eV/A
net charge: +1
orbital gap: 7.2 eV

Last column: natural (NBO) charge in e.
Cartesian coordinates (Å):
O (-0.44527, -3.31229, 0.51859)  -0.631
O (1.58319, 4.02439, -2.95592)  -0.704
O (-0.28646, 0.26825, -4.46458)  -0.629
Cl (2.63522, -2.63732, 8.05246)  0.008
N (-2.88728, -2.21800, 3.77877)  -0.478
O (-1.97332, -2.50698, -0.91903)  -0.678
C (-1.54228, -2.81811, 0.32246)  0.777
C (2.56920, 3.62048, -3.55853)  0.698
C (0.36507, 1.30048, -4.35198)  0.650
C (0.06562, 0.34604, -0.56914)  -0.042
C (0.88358, 1.11130, -1.35342)  0.152
C (-0.20124, 2.46137, 0.03137)  0.250
C (-4.13536, -1.83715, 3.50974)  0.106
C (-2.04338, -2.54242, 2.79963)  0.435
C (-4.59188, -1.73369, 2.20482)  -0.318
C (2.09457, -3.26519, 5.45007)  -0.211
C (0.29919, -2.25941, 6.70045)  -0.198
C (-3.74163, -2.05663, 1.15749)  -0.094
C (1.27062, -3.32440, 4.31902)  -0.257
C (-0.52181, -2.31708, 5.56958)  -0.268
C (1.61098, -2.72786, 6.64380)  -0.059
C (-2.42999, -2.47178, 1.44384)  -0.302
C (-0.04755, -2.84961, 4.35519)  0.229
N (-0.60589, 1.20009, 0.28926)  -0.462
N (-0.75992, -2.93493, 3.14979)  -0.602
N (-0.12345, 2.49416, -4.70527)  -0.593
N (2.71925, 2.35346, -3.95227)  -0.600
N (0.70497, 2.42536, -0.96578)  -0.469
C (3.69474, 4.57251, -3.88684)  -0.713
C (-1.45336, 2.71364, -5.27562)  -0.416
C (1.86235, 0.58342, -2.38555)  -0.436
C (1.80520, 1.19195, -3.80641)  -0.130
H (-1.34389, -2.92080, -1.53171)  0.507
H (-0.00935, -0.73390, -0.60286)  0.260
H (-0.56994, 3.36132, 0.51729)  0.253
H (-4.80370, -1.59514, 4.33068)  0.209
H (-5.61420, -1.42006, 2.02025)  0.230
H (3.11414, -3.63689, 5.40932)  0.233
H (-0.08116, -1.84792, 7.63078)  0.231
H (-4.11671, -1.99838, 0.13626)  0.240
H (1.66941, -3.74782, 3.40339)  0.215
H (-1.52601, -1.93262, 5.68083)  0.250
H (-1.28314, 0.91725, 0.99352)  0.462
H (-0.25490, -3.34502, 2.36425)  0.435
H (0.45046, 3.30439, -4.52122)  0.413
H (3.58546, 2.16488, -4.43731)  0.414
H (1.10961, 3.23348, -1.44499)  0.484
H (3.80817, 4.64723, -4.96766)  0.245
H (3.46334, 5.55888, -3.48404)  0.257
H (4.62428, 4.21540, -3.44553)  0.241
H (-1.59417, 2.07660, -6.15189)  0.223
H (-2.22204, 2.46560, -4.54135)  0.207
H (-1.56878, 3.75702, -5.57447)  0.218
H (1.67519, -0.48763, -2.48815)  0.262
H (2.87427, 0.68275, -1.98858)  0.244
H (2.23998, 0.42734, -4.45278)  0.255

Cartesian forces (eV/Å) of the 2 atoms listed first:
-0.0059 0.0184 -0.8091
-0.7717 0.0437 0.6407

Formula: C21H24F3N3O9
Source: OMol25
Level of theory: ωB97M-V/def2-TZVPD

Values from the calculation:
maximum force: 5.0 eV/A
energy above the lowest of the compared OMol25 structures with the same formula, charge and spin: 72.4 kJ/mol
net charge: +1
orbital gap (alpha / beta): 6.2 / 2.4 eV
multiplicity: 2

Last column: natural (NBO) charge in e.
Cartesian coordinates (Å):
C (-4.42942, 4.38490, -1.96919)  -0.129
C (-3.74639, 3.11682, -1.51820)  0.447
O (-3.70356, 3.18522, -0.12764)  -0.501
C (-4.76578, 4.00709, 0.22798)  0.965
O (-5.30524, 4.03296, 1.31466)  -0.555
O (-5.22523, 4.68604, -0.83776)  -0.469
F (-2.53798, 2.98955, -1.99223)  -0.315
H (-5.11711, 4.27139, -2.80722)  0.217
H (-3.68168, 5.17477, -2.04068)  0.208
H (-4.31867, 2.25979, -1.87332)  0.134
C (-0.40981, 1.07905, 0.15762)  -0.138
C (-0.25905, -0.12304, -0.70595)  0.411
O (0.57584, 0.14435, -1.82295)  -0.507
C (0.79965, 1.46769, -1.79929)  0.973
O (1.46317, 2.11915, -2.60471)  -0.551
O (0.28618, 1.99346, -0.59831)  -0.482
F (-1.48341, -0.44264, -1.12772)  -0.333
H (0.15401, 1.20585, 1.08181)  0.217
H (-1.38223, 1.48879, 0.43077)  0.224
H (0.17399, -0.81711, 0.01436)  0.188
C (3.88565, -1.14746, 3.10457)  -0.141
C (2.79844, -1.88375, 2.40613)  0.461
O (2.51116, -0.87513, 1.39867)  -0.516
C (3.60309, -0.17687, 1.12124)  0.961
O (3.73200, 0.66724, 0.27543)  -0.556
O (4.51634, -0.34663, 2.12711)  -0.474
F (1.75857, -2.25902, 3.17026)  -0.306
H (4.57342, -1.80163, 3.64042)  0.215
H (3.43589, -0.38286, 3.73799)  0.206
H (3.20760, -2.77859, 1.93716)  0.150
N (1.63708, -4.96190, 1.11776)  -0.508
C (2.01337, -4.28904, -0.05719)  -0.112
C (1.04308, -3.30801, -0.20621)  -0.311
C (0.05738, -3.45925, 0.83576)  -0.337
C (0.51879, -4.44333, 1.62364)  -0.027
H (2.19161, -5.73460, 1.45767)  0.421
H (2.98505, -4.58065, -0.42759)  0.222
H (0.86901, -2.55712, -0.96269)  0.200
H (-0.89409, -2.97913, 1.01068)  0.238
H (0.07047, -4.89903, 2.49413)  0.224
N (-1.79888, 4.49665, 3.59211)  -0.514
C (-1.43962, 3.61091, 2.61638)  -0.088
C (-0.13793, 3.94447, 2.35531)  -0.312
C (0.22569, 5.07572, 3.20289)  -0.298
C (-0.76024, 5.31599, 4.05983)  -0.073
H (-2.68023, 4.61985, 4.06975)  0.408
H (-2.22497, 2.98581, 2.21781)  0.220
H (0.52120, 3.51774, 1.61379)  0.216
H (1.19617, 5.51136, 3.38937)  0.220
H (-0.90336, 5.90354, 4.95465)  0.221
N (1.53516, -3.18750, -4.52340)  -0.532
C (0.37053, -2.89779, -3.91165)  0.198
C (-0.36890, -4.04638, -3.68277)  -0.193
C (0.10945, -4.98239, -4.65015)  -0.212
C (1.35557, -4.43315, -5.10460)  0.201
H (2.36883, -2.61907, -4.47913)  0.466
H (0.40791, -1.97452, -3.35256)  0.258
H (-1.23217, -4.08374, -3.03488)  0.276
H (-0.32984, -5.94274, -4.87632)  0.275
H (2.18452, -4.84183, -5.66337)  0.251

Cartesian forces (eV/Å) of the 2 atoms listed first:
0.1460 0.4819 0.4754
-1.7412 -0.4973 -0.7698